(1)
Formula: C35H43ClGeN4O3Ti
Source: the OMol25 dataset
Level of theory: ωB97M-V with the def2-TZVPD basis set

- Energy: -5190.83138 Eh
- Energy above the lowest of the compared OMol25 structures with the same formula, charge and spin: 1.790 eV
- ⟨S²⟩: 0.7644
- Maximum force: 3.2 eV/Å
- Total charge: +1
- 2S+1: 2
- E_LUMO (spin up / spin down): -0.11818 / -0.11636 Ha

Each line ends with the Löwdin charge.
Cartesian coordinates (Å):
H (2.4935, -1.0013, -1.4097)  0.084
H (-0.7840, -4.2858, 1.8617)  0.122
C (3.7073, -2.1845, 3.5288)  -0.034
N (-0.5948, -1.0248, 1.0751)  -0.029
C (2.4599, -0.9446, 1.8550)  -0.155
H (3.9462, 3.1672, -0.4850)  0.099
C (2.0372, -0.5946, 4.2364)  0.005
N (-0.1051, 2.3803, 0.9044)  0.023
H (-4.5751, 0.2479, -1.7686)  0.096
C (-3.3933, 1.9349, -0.1070)  -0.008
H (-2.7558, 2.7016, 0.3246)  0.065
C (-3.5138, 0.0308, -1.7038)  -0.022
C (-0.2959, -2.3364, 1.1578)  -0.100
C (-2.5988, -1.4912, 2.3053)  -0.619
C (0.0505, 1.4644, 3.0743)  -0.205
O (1.2831, 1.3010, -1.2297)  -0.446
Ge (-0.1300, 0.5971, -2.5724)  1.133
H (1.5404, -0.0828, 5.0392)  0.086
H (1.3647, 3.9754, -2.0080)  0.071
C (2.9971, -1.5388, 4.5303)  -0.068
H (-1.7133, 5.6646, 2.2655)  0.127
C (-1.0731, 2.5693, 4.9184)  -0.065
C (1.2540, -3.2215, -2.3611)  -0.026
H (1.4239, -3.3972, -1.3016)  0.069
C (2.4103, 2.0947, -1.5753)  -0.647
H (-3.6283, 1.1863, 0.6438)  0.059
H (-2.4826, 1.8412, -3.4277)  0.056
C (-0.3953, 1.4753, 4.4238)  -0.001
Cl (-4.0500, -0.8686, 2.9989)  0.732
C (-1.2555, 4.7632, 1.8939)  0.040
N (2.1219, -0.6218, 0.5795)  0.006
C (3.4575, 1.2542, -2.3267)  -0.018
O (0.2042, -1.1084, -1.8579)  -0.370
H (-1.1833, -3.1808, -1.0028)  0.061
C (-2.2807, -2.8458, 2.4051)  -0.038
C (4.2127, -2.4441, 1.1144)  0.036
H (3.2473, 1.8013, 0.4076)  0.085
C (3.4750, -1.8805, 2.1738)  -0.152
H (1.1126, -4.1820, -2.8481)  0.094
H (4.2028, 1.9050, -2.7714)  0.094
H (0.6220, -2.6549, 0.6823)  0.113
C (-0.8985, 4.6258, 0.5602)  -0.025
C (-1.3365, 3.6842, 4.1310)  -0.029
H (-1.3759, -3.9823, -2.5689)  0.095
C (3.0232, 2.6311, -0.2732)  -0.003
C (-2.7322, 1.2983, -1.3435)  -0.667
C (2.8295, -1.2132, -0.4079)  -0.130
H (-1.8351, 4.5463, 4.5446)  0.112
H (4.4345, -2.4770, -1.0173)  0.119
C (2.0086, 3.2549, -2.5039)  -0.030
H (-2.1073, -2.3966, -2.2766)  0.069
H (-0.1880, 3.2759, -0.9504)  0.091
C (-1.0893, -3.2537, 1.8147)  -0.020
C (-1.2414, -3.0228, -2.0774)  -0.006
H (-0.2649, 0.6095, 5.0516)  0.098
H (-2.2052, 3.1721, -2.2926)  0.080
H (-0.1887, -3.0267, -4.6157)  0.096
H (2.9634, 0.6965, -3.1232)  0.088
H (-1.0607, 5.4354, -0.1334)  0.119
Ti (0.4623, 0.4941, 0.2768)  0.993
H (5.0046, -3.1435, 1.3250)  0.125
C (1.7241, -0.2901, 2.8892)  -0.190
H (2.1378, -2.7515, -2.7863)  0.085
H (3.9639, 0.5668, -1.6552)  0.070
H (-2.9343, -3.5389, 2.9058)  0.118
H (-1.4024, 2.5663, 5.9470)  0.113
O (-1.3653, 0.9626, -1.0880)  -0.393
C (0.0274, -2.3234, -2.5828)  -0.677
C (-0.0990, -2.0783, -4.0911)  -0.070
H (2.8974, 3.7872, -2.8279)  0.095
H (4.4568, -2.9193, 3.7739)  0.111
H (1.4924, 2.8566, -3.3792)  0.067
H (-3.1785, -0.3562, -2.6659)  0.077
N (0.8443, 0.6053, 2.3997)  -0.009
C (-1.7387, -0.6239, 1.6585)  -0.138
H (-3.8510, 2.6330, -2.6398)  0.093
C (-1.0048, 3.6835, 2.7632)  -0.147
H (-1.9719, 0.4342, 1.6124)  0.095
C (-2.8252, 2.3027, -2.5011)  -0.052
H (0.7857, -1.5562, -4.4589)  0.080
H (-3.3556, -0.7269, -0.9379)  0.081
C (-0.3716, 3.4343, 0.1017)  -0.114
H (-4.3302, 2.4008, -0.4053)  0.097
H (-0.9805, -1.4744, -4.3112)  0.066
C (-0.3769, 2.5322, 2.2221)  -0.149
H (2.3329, 3.3179, 0.2176)  0.078
C (3.8823, -2.0786, -0.1808)  -0.026
H (3.2159, -1.7619, 5.5631)  0.112


(2)
Formula: C35H43ClN2Si2Sn
Source: the OMol25 dataset
Level of theory: ωB97M-V with the def2-TZVPD basis set

- Energy: -2721.53579 Eh
- Energy above the lowest of the compared OMol25 structures with the same formula, charge and spin: 7.172 eV
- Maximum force: 13.5 eV/Å
- Total charge: +2
- 2S+1: 1
- E_LUMO (spin up / spin down): -0.31569 / -0.30218 Ha

Each line ends with the Löwdin charge.
Cartesian coordinates (Å):
H (3.4175, -1.3475, -1.5610)  0.075
C (-2.3551, -1.2178, 0.5500)  -0.085
H (1.5809, -4.5085, -10.0372)  0.118
H (0.3938, 5.2149, -6.6680)  0.121
C (2.0075, 0.4411, -0.2337)  -0.205
H (2.6338, 2.8417, -1.0772)  0.063
C (0.2626, -0.3401, -3.2705)  -0.236
H (3.4693, 2.4549, -3.3692)  0.049
H (-2.1317, -1.8864, 1.3812)  0.115
C (1.3597, 3.6421, -5.5497)  -0.090
H (-3.1725, 1.6804, -0.9473)  0.115
C (0.3549, 4.5883, -5.7754)  -0.058
C (-1.2135, 0.9094, -6.1061)  -0.080
C (1.0449, -2.2215, -6.9484)  -0.239
C (-0.6268, -1.2653, -3.9896)  -0.245
H (-1.5860, 3.9691, -3.0399)  0.108
H (-2.5920, 0.7752, 1.5521)  0.119
C (-2.5104, -1.6050, -0.8149)  -0.143
C (-0.9808, 2.2903, -8.0889)  -0.055
C (0.2756, 2.9843, -3.5116)  -0.117
C (1.4314, -3.8643, -9.1693)  -0.053
Cl (3.7677, 1.1834, -5.7976)  0.444
C (0.7355, 1.1630, 0.1756)  -0.197
H (1.6733, 0.1979, -7.7601)  0.096
C (1.3895, -2.6852, -4.0912)  -0.265
C (-2.6010, 0.1804, 0.6386)  -0.079
H (0.7160, 1.2780, 1.2825)  0.139
C (-2.8435, -0.4402, -1.5678)  -0.115
H (2.8368, 0.7733, 0.4269)  0.146
H (-1.4333, 2.6333, -0.1724)  0.054
H (-1.8013, 0.6580, -5.2218)  0.094
C (2.5197, -3.4902, -8.3754)  -0.053
H (-0.2062, 0.5003, -2.7564)  0.113
Si (2.6708, 1.5256, -4.0802)  0.250
H (3.1989, -1.4874, -4.5324)  0.144
C (-0.7560, 3.8985, -3.7468)  -0.061
H (-1.5119, 5.4329, -5.0727)  0.120
C (1.4164, -1.4851, 1.1522)  -0.082
C (-0.0459, -2.5982, -7.7244)  -0.088
H (-0.4353, 3.4570, 1.0587)  0.105
C (1.5828, -0.1716, -3.8744)  -0.271
C (3.1572, -1.6375, -0.5342)  -0.099
H (0.8269, 1.9706, -9.2413)  0.121
H (1.8823, -3.6298, -4.3137)  0.155
C (0.1449, -3.4045, -8.8540)  -0.047
H (-0.7074, -3.6762, -9.4766)  0.117
C (1.3216, 2.8117, -4.4232)  -0.283
C (-0.0632, -2.5629, -4.3935)  -0.254
H (2.0324, -1.0690, 1.9692)  0.114
C (-0.7138, 4.7129, -4.8833)  -0.054
C (-0.0213, 0.2522, -6.4154)  -0.209
H (3.9667, -1.3204, 0.1467)  0.113
H (2.2857, 0.6791, -1.2715)  0.065
H (3.0604, -2.7270, -0.4809)  0.086
H (1.4890, -2.5785, 1.1789)  0.092
H (0.2663, 2.4172, -2.5780)  0.063
H (-3.0673, -0.4022, -2.6322)  0.090
H (-2.6279, 2.4284, -6.6992)  0.117
C (-0.5168, 3.2133, -0.0155)  -0.075
H (0.3681, -1.2042, 1.3218)  0.070
H (2.2414, 3.3950, 0.5870)  0.107
H (-1.3625, 3.0731, -8.7462)  0.120
H (-0.1658, 0.5824, -0.0880)  0.095
H (1.6026, 4.2645, -0.8407)  0.099
N (1.8795, -1.0125, -0.1612)  -0.356
C (0.2435, 1.6737, -8.3692)  -0.045
Sn (0.3253, -2.3965, -2.0513)  1.474
C (0.7181, 0.6692, -7.5220)  -0.102
C (-2.9016, 0.6615, -0.6740)  -0.052
H (-1.0552, -2.2504, -7.4830)  0.117
H (3.3818, 0.9996, -2.8382)  0.063
H (-0.6615, -3.3561, -4.8290)  0.176
H (-1.6957, -1.0893, -4.0777)  0.138
H (3.1946, -2.3551, -6.6673)  0.101
C (-1.6954, 1.9189, -6.9481)  -0.063
H (2.1717, 3.5367, -6.2731)  0.096
H (3.5230, -3.8468, -8.6137)  0.116
Si (0.6686, -1.2031, -5.3177)  0.457
N (0.6369, 2.4592, -0.4728)  -0.303
H (-0.5839, 4.1441, -0.5898)  0.090
H (-2.4241, -2.6188, -1.2059)  0.068
C (2.3281, -2.6562, -7.2603)  -0.086
C (2.1581, -1.4501, -4.2090)  -0.192
C (1.8495, 3.2726, -0.4401)  -0.075


(3)
Formula: C35H43N4O10ReS2Si2
Source: the OMol25 dataset
Level of theory: ωB97M-V with the def2-TZVPD basis set

- Energy: -3784.66347 Eh
- Energy above the lowest of the compared OMol25 structures with the same formula, charge and spin: 0.317 eV
- ⟨S²⟩: 3.7720
- Maximum force: 2.5 eV/Å
- Total charge: -1
- 2S+1: 4
- E_LUMO (spin up / spin down): 0.05206 / 0.05190 Ha

Each line ends with the Löwdin charge.
Cartesian coordinates (Å):
H (4.4344, -3.0950, -0.1265)  0.014
C (-3.5039, 0.3696, -2.3630)  -0.090
H (-3.6922, -0.2027, 3.9001)  0.165
C (-1.4062, -2.2904, 3.2930)  -0.215
O (1.1434, 7.6149, -1.1429)  0.054
H (-4.9931, -0.8330, -4.9735)  0.107
N (0.3467, 7.0585, -0.4093)  -0.348
H (2.6115, -1.1137, -1.9107)  0.051
C (1.1270, 4.9213, -1.3549)  -0.019
H (-3.4923, -2.3939, 0.9786)  0.107
H (4.5237, -4.1772, 2.6231)  0.046
H (4.7845, 4.2910, 0.6474)  0.086
C (0.7376, -1.5453, -5.3514)  -0.142
H (1.7033, 5.5347, -2.0736)  0.133
C (-0.4578, -0.7752, 5.0816)  -0.557
H (1.5356, -2.2037, -5.6752)  0.106
C (0.3228, 5.5824, -0.4244)  -0.152
O (-0.5079, -0.5620, 6.2719)  0.095
H (-4.1265, 3.2112, -0.8939)  0.111
H (-1.5048, -2.4283, -0.4426)  0.019
H (4.3450, -1.3242, -0.3129)  0.003
S (2.3223, 1.5826, 2.9657)  0.640
H (-4.3688, -1.8165, 2.3715)  0.105
C (-0.7326, -1.7650, -0.8416)  -0.176
S (4.3727, 1.2054, 0.8456)  0.745
C (-3.9829, 0.5729, -3.6542)  -0.234
C (-1.7569, -1.2571, 4.4278)  -0.087
H (2.8829, -2.8763, -1.6436)  0.020
H (0.5222, 1.4164, -4.0553)  0.120
O (3.0620, 3.4426, 1.3894)  -0.208
H (3.2465, 4.9478, 0.0939)  0.076
H (-2.2900, -1.7453, 5.2081)  0.140
Si (0.9565, -2.3053, -0.1983)  0.394
H (-0.0195, -4.3567, 0.7927)  0.023
C (0.8244, 1.3866, -0.2281)  -0.582
C (4.0184, -1.3568, 3.3746)  -0.215
Si (3.3405, -2.2164, 1.8692)  0.372
O (-0.8974, 1.2664, 3.0781)  -0.180
H (-2.5408, -0.0165, 1.3485)  0.171
H (-4.9179, 3.8003, -3.1481)  0.104
C (3.3038, 2.1589, 1.6131)  -1.233
H (-0.8209, -2.9382, -5.7648)  0.111
O (0.0912, 0.7853, 0.6298)  -0.230
H (-0.9029, 2.9555, 1.2414)  0.128
C (3.7927, 4.0512, 0.3087)  -0.094
H (1.4982, -4.7879, 0.0584)  0.026
C (-0.6000, -1.9485, -5.3761)  -0.014
H (-3.1967, -3.3962, 3.7402)  0.118
C (-4.0162, -0.5262, -4.6283)  -0.041
C (1.5333, -1.7679, 1.4969)  -0.486
H (5.4873, -2.1794, 0.8484)  0.041
O (0.6217, -0.7447, 4.3138)  -0.212
C (-4.0925, 2.4707, -1.7075)  -0.159
C (-2.6170, -0.2642, 3.6097)  -0.099
H (1.8900, 2.9867, -1.9452)  0.132
C (-4.5136, 1.8227, -3.9548)  -0.039
H (-0.7316, -2.0504, -1.9225)  0.034
C (-4.6145, 2.7679, -2.9637)  -0.073
H (-4.7934, 2.0759, -4.9856)  0.122
Re (0.5873, -0.0780, 2.3555)  1.516
C (0.6105, -4.1347, -0.0747)  -0.184
C (0.2082, 0.4235, -4.4537)  -0.198
H (4.2287, -0.2795, 3.2451)  -0.032
H (1.4387, -2.3571, -2.4825)  0.016
H (-2.4059, -3.9333, 2.2798)  0.109
O (-0.3761, 7.6721, 0.3530)  0.073
C (-0.4493, 4.9045, 0.4628)  0.028
C (-2.0893, 1.1700, 3.5603)  -0.602
N (-1.0980, 0.1853, -4.3920)  0.154
H (4.9654, -1.8052, 3.6290)  0.022
H (-3.0803, -0.5917, -2.0332)  0.109
H (-1.1617, 5.3752, 1.1282)  0.128
N (1.1621, -0.3507, -4.9566)  0.089
C (3.4274, -4.0278, 2.3789)  -0.193
H (-0.9785, -0.7037, -0.6846)  0.020
O (1.6810, 0.7927, -0.8927)  0.032
C (-2.9527, -1.2192, -5.0864)  -0.034
N (-3.5143, 1.3198, -1.4091)  0.077
C (-2.6296, -3.0615, 2.8820)  -0.081
H (3.1271, -4.7543, 1.6235)  0.006
H (3.3345, -1.4585, 4.1930)  0.018
C (-3.3952, -2.0249, 1.9961)  -0.081
H (3.8716, 3.3991, -0.5504)  0.056
C (1.2176, 3.5650, -1.3003)  -0.037
H (-3.2224, -2.0295, -5.7626)  0.102
C (-2.5323, -0.7878, 2.1533)  -0.199
C (0.5651, 2.8325, -0.3322)  -0.126
C (2.1083, -2.0922, -1.6320)  -0.196
H (0.0682, -4.4437, -0.9941)  0.039
C (-1.5047, -1.0036, -4.9220)  -0.272
O (-1.1731, -1.3669, 2.1584)  -0.244
H (1.0038, -2.5488, 2.0566)  -0.017
O (-2.8489, 2.0720, 3.8527)  0.067
C (-0.2951, 3.5144, 0.5022)  0.036
C (4.4731, -2.1602, 0.4117)  -0.229
H (2.8289, -4.1523, 3.3043)  0.035
H (-0.4920, -2.8806, 3.4845)  0.158